{
  "formula": "C5H9ClO2P",
  "method": "the ωB97M-V functional and the def2-TZVPD basis",
  "species": ["C", "P", "O", "O", "C", "C", "C", "C", "Cl", "H", "H", "H", "H", "H", "H", "H", "H", "H"],
  "coordinates": [[-1.90093, -2.13183, 0.11997], [-1.79165, -0.34980, 0.16199], [-3.04667, 0.38763, -0.17015], [-1.21772, 0.10683, 1.57830], [-0.41489, 0.58492, -0.84332], [0.97327, 0.44288, -0.28995], [1.30440, 1.51316, 0.69216], [1.84457, -0.46977, -0.69927], [3.43126, -0.85202, 0.10967], [-2.29400, -2.32720, -0.99026], [-0.87556, -2.55352, -0.02543], [-0.70712, -0.56535, 1.94566], [-0.59259, 0.23126, -1.81844], [-0.64096, 1.76330, -0.90069], [1.66341, 2.26489, 0.11070], [2.06971, 1.34636, 1.37562], [0.34513, 1.84656, 1.11998], [1.85033, -1.23830, -1.47655]],
  "spin_multiplicity": 1,
  "charge": -1,
  "lumo_energy_ev": 3.1,
  "homo_ha": -0.1277,
  "largest_force_ev_per_a": 3.36
}

---

{
  "formula": "C5H9ClOS",
  "method": "the ωB97M-V functional and the def2-TZVPD basis",
  "species": ["O", "C", "C", "C", "C", "Cl", "C", "S", "H", "H", "H", "H", "H", "H", "H", "H", "H"],
  "coordinates": [[1.88491, 0.93991, -0.23212], [1.28783, -0.15839, 0.46776], [0.69185, -1.35813, -0.46346], [-0.65310, -1.46860, 0.22011], [-0.35175, 0.04350, 0.80078], [-0.26691, 0.20773, 2.56640], [-1.02529, 1.19466, 0.14150], [-0.67136, 1.25160, -1.73570], [1.32651, 1.22958, -0.92806], [1.92170, -0.47961, 1.24928], [0.90163, -1.04900, -1.44562], [1.25210, -2.30316, -0.12390], [-1.49224, -1.56905, -0.47631], [-0.61810, -2.35444, 0.71283], [-0.56464, 2.14959, 0.60292], [-2.18486, 1.22622, 0.19248], [-1.43827, 2.49759, -1.54889]],
  "spin_multiplicity": 1,
  "lumo_energy_ev": 0.3,
  "relative_energy_kcal_mol": 50.4,
  "homo_ha": -0.3334,
  "largest_force_ev_per_a": 5.88
}

---

{
  "formula": "C5H9F",
  "method": "the ωB97M-V functional and the def2-TZVPD basis",
  "species": ["C", "C", "C", "C", "C", "F", "H", "H", "H", "H", "H", "H", "H", "H", "H"],
  "coordinates": [[2.15734, -0.76672, 0.28051], [0.74621, -0.33391, 0.22527], [-0.21152, -1.32271, 0.77881], [0.39814, 0.81368, -0.30733], [-1.03589, 1.33547, -0.28031], [-1.91738, 0.40249, -0.79867], [2.55450, -0.70825, 1.28265], [2.07542, -1.82473, -0.08416], [2.84084, -0.12147, -0.25443], [-0.35050, -2.13318, 0.02867], [-1.14448, -0.84297, 1.09526], [0.29953, -1.83449, 1.63205], [1.15575, 1.58581, -0.59065], [-1.16868, 2.28989, -0.84942], [-1.33174, 1.61210, 0.74635]],
  "spin_multiplicity": 1,
  "lumo_energy_ev": 1.1,
  "relative_energy_kcal_mol": 13.3,
  "homo_ha": -0.3405,
  "largest_force_ev_per_a": 2.50
}

---

{
  "formula": "C5H9F2N",
  "method": "the ωB97M-V functional and the def2-TZVPD basis",
  "species": ["C", "C", "C", "C", "C", "N", "F", "F", "H", "H", "H", "H", "H", "H", "H", "H", "H"],
  "coordinates": [[-0.48072, -0.26484, -0.91370], [-0.41736, 1.10366, -0.41365], [-0.25654, 0.41253, 0.98026], [0.87009, 1.81340, -0.84294], [-0.21727, -2.17325, 0.74843], [-0.87161, -0.96391, 0.39595], [1.05798, 0.16662, 1.29103], [-0.84569, 0.89115, 1.99798], [-1.41229, -0.43470, -1.43904], [0.41748, -0.59759, -1.36866], [-1.23442, 1.81341, -0.37076], [0.91573, 2.59298, -0.11092], [0.91320, 2.03636, -1.97636], [1.76771, 1.17853, -0.64883], [-0.54270, -2.44249, 1.80050], [-0.50188, -3.00740, 0.10421], [0.83830, -2.12448, 0.76651]],
  "spin_multiplicity": 1,
  "lumo_energy_ev": 1.1,
  "relative_energy_kcal_mol": 28.6,
  "homo_ha": -0.3392,
  "largest_force_ev_per_a": 5.03
}